{
  "formula": "C46H60BCrN2P3",
  "method": "ωB97M-V/def2-TZVPD",
  "orbital_gap_ev": [6.331, 6.647],
  "multiplicity": 5,
  "molar_mass_g_mol": 796.73,
  "s_squared": 6.246,
  "elements": ["Cr", "C", "C", "C", "C", "P", "C", "N", "B", "N", "C", "P", "C", "C", "C", "C", "C", "C", "C", "C", "C", "C", "C", "C", "C", "C", "C", "C", "C", "C", "H", "H", "H", "H", "H", "H", "H", "H", "H", "H", "H", "H", "H", "H", "H", "H", "H", "H", "H", "H", "H", "H", "H", "H", "H", "H", "H", "H", "H", "H", "H", "H", "H", "H", "H", "H", "H", "H", "H", "H", "H", "H", "H", "H", "C", "C", "C", "C", "C", "C", "P", "C", "C", "C", "C", "C", "C", "C", "C", "C", "C", "C", "C", "C", "C", "C", "C", "H", "H", "H", "H", "H", "H", "H", "H", "H", "H", "H", "H", "H", "H", "H", "H"],
  "xyz": [[0.11465, -0.76336, -0.01309], [3.77473, -2.88494, -3.74617], [2.97748, -3.76525, -2.85149], [3.65858, -4.70822, -1.92460], [1.50444, -3.80186, -3.03965], [2.50572, -1.38680, 0.17540], [2.39236, -1.61941, 2.04247], [1.62395, -0.51592, 2.61118], [0.80352, 0.24481, 1.70921], [0.74497, 1.58334, 2.26998], [0.54634, 2.84310, 1.58437], [-0.57304, 2.70329, 0.11638], [0.30670, 3.79082, -1.13879], [-0.66844, 4.19924, -2.24436], [1.35790, 2.85294, -1.74437], [1.02826, 5.04072, -0.61587], [-2.09964, 3.57741, 0.76151], [-3.23390, 3.42614, -0.25631], [-2.47036, 2.80969, 2.04040], [-1.94110, 5.05737, 1.10912], [1.50755, 1.58484, 3.44672], [1.80916, 2.61855, 4.31433], [2.63571, 2.34874, 5.40530], [3.15289, 1.07676, 5.61036], [2.85883, 0.03254, 4.73558], [2.03469, 0.29512, 3.65556], [3.95391, -0.19324, 0.03847], [4.03685, 0.23900, -1.42946], [3.92266, 1.03263, 0.94925], [5.22241, -1.00284, 0.34765], [3.96381, -3.36020, -4.72243], [4.75065, -2.64150, -3.32013], [3.25421, -1.94631, -3.95936], [3.11087, -5.65007, -1.82690], [3.74280, -4.28212, -0.91313], [4.67416, -4.94146, -2.25526], [1.23686, -4.11753, -4.06072], [1.04710, -2.81333, -2.89976], [1.01279, -4.48262, -2.34398], [3.39249, -1.62931, 2.48245], [1.93003, -2.58500, 2.25255], [1.51236, 3.23211, 1.24660], [0.15086, 3.59195, 2.27541], [-1.25584, 3.35061, -2.60556], [-0.10063, 4.59469, -3.09153], [-1.35830, 4.97875, -1.92036], [0.89666, 2.05008, -2.32636], [1.96503, 2.38896, -0.96595], [2.03165, 3.41054, -2.40143], [0.40190, 5.66906, 0.01193], [1.35197, 5.64519, -1.46845], [1.92591, 4.78461, -0.05303], [-3.41951, 2.38098, -0.49985], [-3.03148, 3.96089, -1.18336], [-4.15543, 3.83608, 0.16758], [-2.37155, 1.73074, 1.90917], [-3.50835, 3.02810, 2.30464], [-1.84188, 3.09503, 2.88551], [-1.81017, 5.67660, 0.22114], [-1.10406, 5.24100, 1.78559], [-2.84874, 5.40079, 1.61528], [1.42727, 3.61870, 4.15260], [2.88040, 3.14509, 6.09600], [3.79517, 0.89179, 6.46175], [3.26524, -0.95858, 4.89294], [3.31898, 1.02306, -1.66919], [3.85605, -0.60230, -2.09945], [5.03596, 0.63014, -1.64653], [3.00736, 1.61011, 0.81772], [4.77210, 1.68739, 0.72325], [3.99008, 0.76135, 2.00378], [5.33720, -1.82991, -0.35560], [5.22134, -1.41642, 1.35682], [6.09909, -0.35261, 0.25996], [-6.50494, 1.37713, -0.06555], [-5.83208, 1.12461, 1.12332], [-4.60541, 0.48253, 1.09957], [-4.03883, 0.08016, -0.11006], [-4.72970, 0.31335, -1.29437], [-5.95443, 0.96807, -1.27008], [-2.43957, -0.78126, -0.04286], [-2.05126, -1.13643, -1.80313], [-2.16956, -2.39808, -2.38507], [-1.78671, -2.59658, -3.70216], [-1.27355, -1.54540, -4.45150], [-1.14244, -0.28833, -3.88110], [-1.52591, -0.08487, -2.56134], [-2.84589, -2.38926, 0.65098], [-4.11547, -2.79964, 0.96354], [-4.33319, -4.09445, 1.47408], [-3.28130, -4.95481, 1.59437], [-1.96808, -4.56835, 1.23036], [-0.90927, -5.50666, 1.24530], [0.31647, -5.12646, 0.79531], [0.55464, -3.79176, 0.38999], [-0.39445, -2.79093, 0.43222], [-1.71415, -3.23994, 0.80217], [-7.45948, 1.88711, -0.05056], [-6.26031, 1.43061, 2.06915], [-4.08481, 0.28723, 2.03025], [-4.31138, -0.00295, -2.24119], [-6.47998, 1.15246, -2.19821], [-2.55014, -3.22731, -1.80202], [-1.87569, -3.58226, -4.14021], [-0.96650, -1.71048, -5.47616], [-0.73831, 0.53463, -4.45741], [-1.42230, 0.89723, -2.11069], [-4.96038, -2.14073, 0.81272], [-5.33476, -4.40590, 1.74049], [-3.43737, -5.96580, 1.95324], [-1.10247, -6.51871, 1.58129], [1.13184, -5.83960, 0.75537], [1.55700, -3.56852, 0.04650]],
  "forces_ev_per_angstrom": [[-0.11, -0.05, -0.06], [0.03, 0.00, -0.01], [-0.02, -0.04, -0.07], [0.00, 0.02, 0.06], [-0.06, 0.00, 0.00], [-0.03, -0.11, 0.04], [-0.02, 0.02, 0.07], [0.00, -0.02, -0.13], [0.03, 0.24, 0.22], [0.08, -0.03, 0.03], [-0.06, 0.06, 0.05], [0.08, -0.09, -0.03], [0.04, 0.03, -0.02], [0.00, 0.02, -0.06], [0.01, 0.00, -0.01], [-0.02, -0.04, 0.00], [-0.01, 0.05, 0.01], [-0.04, 0.01, -0.01], [0.00, 0.00, 0.03], [0.01, 0.02, 0.00], [-0.01, -0.01, 0.01], [0.01, 0.01, 0.00], [0.00, 0.00, -0.01], [0.00, -0.01, 0.01], [0.00, 0.02, 0.00], [0.00, -0.04, 0.01], [0.00, 0.06, 0.00], [0.01, 0.07, 0.01], [0.04, 0.01, -0.02], [-0.01, 0.00, -0.05], [0.00, 0.00, 0.00], [0.00, 0.00, 0.01], [-0.01, 0.00, 0.01], [-0.01, 0.01, 0.00], [0.01, 0.00, 0.00], [0.00, 0.01, 0.00], [-0.01, 0.02, 0.00], [0.03, 0.02, 0.01], [0.01, -0.01, 0.01], [0.03, 0.00, -0.02], [0.02, 0.01, 0.01], [0.04, -0.03, 0.01], [-0.01, -0.02, -0.04], [0.00, 0.00, 0.01], [0.00, -0.01, 0.00], [0.03, 0.00, 0.00], [-0.01, 0.01, 0.02], [0.03, 0.03, 0.03], [-0.01, 0.00, -0.02], [-0.06, 0.02, 0.01], [0.01, -0.02, -0.01], [-0.01, -0.01, 0.03], [0.04, 0.12, 0.00], [-0.03, 0.00, 0.05], [-0.01, -0.01, 0.00], [0.02, 0.01, 0.00], [0.00, 0.01, 0.01], [0.01, 0.00, -0.02], [0.01, -0.01, -0.01], [-0.01, 0.01, -0.01], [0.00, 0.00, -0.01], [0.00, 0.00, 0.00], [0.00, 0.00, 0.00], [0.00, 0.00, 0.00], [0.00, 0.00, 0.00], [-0.05, -0.06, 0.01], [0.02, -0.05, -0.01], [-0.01, 0.04, 0.00], [-0.03, 0.02, -0.02], [0.00, 0.00, 0.00], [0.00, -0.01, -0.01], [-0.01, -0.01, 0.00], [-0.03, 0.01, 0.03], [0.01, -0.01, 0.00], [-0.01, 0.01, 0.02], [0.02, -0.01, -0.02], [-0.04, -0.02, 0.01], [-0.06, -0.10, 0.06], [-0.01, 0.01, -0.01], [0.01, -0.01, -0.02], [0.20, -0.09, -0.22], [-0.06, 0.02, 0.01], [-0.02, -0.01, -0.04], [-0.02, 0.00, 0.04], [0.00, 0.03, -0.01], [0.00, -0.01, -0.02], [0.05, -0.05, 0.01], [-0.02, 0.01, 0.05], [0.00, -0.03, 0.00], [-0.01, 0.01, -0.01], [0.02, 0.00, 0.00], [0.00, -0.06, 0.01], [-0.02, 0.01, -0.01], [0.00, 0.02, 0.01], [0.03, -0.02, 0.03], [-0.05, -0.01, -0.01], [0.01, 0.05, -0.03], [0.00, 0.00, 0.00], [-0.01, 0.00, 0.00], [-0.02, -0.01, -0.02], [0.00, -0.02, 0.00], [0.00, 0.00, 0.00], [0.00, 0.01, 0.00], [0.00, 0.00, -0.01], [0.00, 0.00, 0.00], [0.00, 0.00, 0.00], [-0.02, 0.03, 0.00], [0.00, 0.01, 0.00], [0.00, 0.00, 0.00], [0.00, 0.00, 0.00], [0.00, 0.00, 0.00], [0.00, 0.00, 0.00], [-0.01, 0.00, -0.02]],
  "lowdin_charge": [0.416, -0.102, -0.378, -0.094, -0.093, 1.003, -0.326, -0.019, -0.534, -0.010, -0.306, 1.145, -0.698, -0.102, -0.118, -0.081, -0.689, -0.093, -0.098, -0.089, -0.180, -0.020, -0.107, -0.105, -0.019, -0.200, -0.769, -0.111, -0.076, -0.120, 0.081, 0.070, 0.066, 0.072, 0.057, 0.072, 0.082, 0.063, 0.066, 0.075, 0.071, 0.082, 0.075, 0.071, 0.089, 0.067, 0.072, 0.044, 0.097, 0.062, 0.087, 0.076, 0.048, 0.061, 0.092, 0.051, 0.088, 0.082, 0.069, 0.072, 0.090, 0.102, 0.094, 0.095, 0.109, 0.048, 0.043, 0.087, 0.051, 0.091, 0.082, 0.068, 0.066, 0.082, -0.079, -0.076, -0.134, -0.382, -0.081, -0.072, 1.084, -0.386, -0.057, -0.073, -0.079, -0.072, -0.131, -0.323, -0.071, -0.075, -0.032, -0.169, -0.042, -0.072, -0.176, -0.158, -0.206, 0.104, 0.109, 0.113, 0.105, 0.106, 0.117, 0.111, 0.107, 0.106, 0.061, 0.099, 0.102, 0.112, 0.109, 0.104, 0.001]
}